1.
Molecular formula: C8H10O2
Method: DFT, ωB97M-V/def2-TZVPD

Last column: natural (NBO) charge in e.
Positions of all 20 atoms, in Å:
C: 0.3032 -2.0578 1.2233  -0.595
C: 1.2987 -0.9823 0.6272  -0.438
C: 0.4331 0.0603 -0.0235  -0.155
C: 0.0117 -0.1925 -1.3676  0.368
O: 0.3082 -1.2730 -2.0282  -0.652
C: -1.0125 0.7903 -1.8063  -0.317
C: -1.4257 1.8489 -1.0345  -0.194
C: -0.8422 2.1180 0.2001  -0.330
C: 0.0663 1.1998 0.6423  0.322
O: 0.6946 1.1118 1.9156  -0.716
H: 1.0255 -3.0418 1.3420  0.199
H: -0.6236 -2.3388 0.5564  0.204
H: -0.0711 -1.6876 2.1721  0.207
H: 1.9942 -0.9013 1.5445  0.242
H: 2.0662 -1.5090 -0.0047  0.219
H: -0.1251 -1.3251 -2.9517  0.499
H: -1.4639 0.6516 -2.8513  0.199
H: -2.1263 2.5771 -1.5267  0.221
H: -0.8687 3.1817 0.6485  0.225
H: 0.3574 1.7696 2.7224  0.493

Gap between HOMO and LUMO in hartree: 0.3252
Lowest unoccupied orbital energy in eV: 0.6
Strongest force on any atom in eV/A: 6.454
SMILES string: CCc1c(O)cccc1O
Energy above the lowest of the compared OMol25 structures with the same formula, charge and spin in kJ/mol: 281.62

=====

2.
Molecular formula: C8H10O2
Method: DFT, ωB97M-V/def2-TZVPD

Last column: natural (NBO) charge in e.
Positions of all 20 atoms, in Å:
C: -0.4470 0.3704 -0.8592  -0.210
C: 2.2619 -1.3108 -1.0416  0.373
C: 3.1135 0.2730 0.3294  0.783
C: -1.3945 -0.0891 -0.0809  0.049
C: 1.0580 -0.0107 -0.8330  -0.370
C: 1.6151 0.5672 0.4292  -0.541
C: -2.8284 0.3597 -0.4241  -0.631
C: -1.2056 -1.0607 1.0155  -0.663
O: 3.9725 0.8877 0.8596  -0.487
O: 3.3337 -0.8625 -0.5255  -0.505
H: 1.5429 0.6835 -1.6646  0.202
H: -0.6372 1.2468 -1.3617  0.200
H: 1.2007 -0.2645 1.1536  0.232
H: 1.3523 1.6063 0.5986  0.256
H: -2.7579 1.4008 -0.7563  0.217
H: -3.3260 -0.3239 -1.0809  0.225
H: -3.3865 0.4589 0.5342  0.201
H: -2.1623 -1.2952 1.3777  0.221
H: -0.7628 -1.9458 0.5650  0.232
H: -0.5423 -0.6912 1.7648  0.218

Gap between HOMO and LUMO in hartree: 0.3136
Lowest unoccupied orbital energy in eV: 0.1
Strongest force on any atom in eV/A: 3.640
Energy above the lowest of the compared OMol25 structures with the same formula, charge and spin in kJ/mol: 560.32

=====

3.
Molecular formula: C8H10O3
Method: DFT, ωB97M-V/def2-TZVPD

Last column: natural (NBO) charge in e.
Positions of all 21 atoms, in Å:
C: -1.4662 0.8222 1.0949  -0.225
C: -1.1950 -0.8167 -0.7042  -0.309
C: -0.1412 1.0957 1.0806  -0.180
C: 0.3347 -0.6483 -0.5890  0.064
C: 0.7399 -2.8669 -0.0531  0.109
C: -1.9806 -0.0458 0.0359  0.288
C: 0.7881 0.7167 -0.0635  0.175
C: 2.2355 0.7661 0.1126  -0.617
O: 0.8209 -1.5907 0.3479  -0.499
O: -3.2867 -0.1327 -0.1233  -0.672
O: 0.5419 1.5285 -1.2580  -0.727
H: -2.2385 1.1967 1.7347  0.231
H: -1.6695 -1.3719 -1.5046  0.220
H: 0.2072 1.9402 1.7217  0.211
H: 0.8676 -0.7089 -1.5905  0.222
H: 1.1157 -3.4657 0.8305  0.074
H: 2.5971 1.7822 0.2799  0.222
H: 2.5737 0.4597 -0.8830  0.225
H: 2.5985 0.1395 0.8796  0.225
H: -3.4496 -1.0549 -0.2561  0.487
H: 0.0066 2.2549 -1.0929  0.476

Gap between HOMO and LUMO in hartree: 0.3319
Lowest unoccupied orbital energy in eV: 0.3
Strongest force on any atom in eV/A: 3.320
Energy above the lowest of the compared OMol25 structures with the same formula, charge and spin in kJ/mol: 464.06

=====

Question: What is the formula in the second record?
Answer: C8H10O2

=====

Question: Look up the lowest unoccupied orbital energy of the second one.
Answer: 0.1 eV

=====

Question: Among the records above, which one has the highest lowest unoccupied orbital energy?
Answer: number 1

=====

Question: Which of these has the highest energy above the lowest of the compared OMol25 structures with the same formula, charge and spin?
Answer: number 2